19
Properties=species:S:1:pos:R:3:mulliken_charge:R:1 method="wB97M-V/def2-TZVPD" multiplicity=1 de_lowest_kj_mol=116.06 total_energy_ha=-385.27755 smiles="C/C=C(/C)O.O.O" homo_lumo_gap_ha=0.3307
C -1.66180 0.55732 2.53343 -0.092
H -3.25697 -0.25662 1.37913 0.272
H 0.83350 0.56347 3.26397 0.325
H 0.33848 -1.36435 -3.02152 0.309
C 0.81719 0.44015 2.18641 -1.230
H 1.36292 -0.47067 1.95062 0.342
C -0.60608 0.23633 1.78777 0.534
H 4.03844 0.87612 -6.31973 0.314
H -1.64416 -0.27636 0.25976 0.294
H 1.26051 1.30351 1.70524 0.281
H 4.48434 0.37775 -4.96510 0.311
O 1.10455 -1.32734 -3.60536 -0.620
O -0.71418 -0.16164 0.48523 -0.462
C -3.06790 0.07412 2.41738 -1.126
H 1.59388 -2.13091 -3.38011 0.311
O 3.70608 0.42782 -5.53328 -0.625
H -1.49150 1.25762 3.32851 0.299
H -3.86431 0.77388 2.64064 0.309
H -3.23299 -0.90020 2.88701 0.254

=====

82
Properties=species:S:1:pos:R:3:mulliken_charge:R:1 method="wB97M-V/def2-TZVPD" multiplicity=6 de_lowest_kj_mol=15.70 total_energy_ha=-5180.05010 charge=-2 homo_lumo_gap_ha="0.1473 / 0.2254" s2=8.85
C 3.63882 3.27647 0.66798 -0.772
Si 2.22090 -0.56954 -2.73506 0.212
H -1.94394 3.57345 -0.51346 0.255
H 1.59605 -1.91101 -4.65131 0.541
C -2.22891 -0.36918 1.44939 0.222
H 5.37349 2.26005 -0.08172 0.341
C -3.90782 -3.22879 -3.32488 -0.767
H 0.30251 -0.74607 -4.33994 0.287
C -0.50574 2.12204 -2.90326 0.778
F 0.41531 3.08163 -2.57024 -0.239
C 1.74869 -0.25862 2.23925 1.627
C -2.97403 0.36430 0.35349 -0.239
C 3.29957 0.48934 -3.87172 -1.285
H 4.10912 0.59639 -1.31574 0.181
C -1.81840 -2.18407 -1.83595 0.283
H -4.72859 -3.63211 -3.90076 0.436
C 3.32220 0.04972 4.03155 -0.707
H 3.96220 -1.58347 -1.20213 0.310
H 2.55391 -0.27495 6.00989 0.359
C -1.71423 3.56928 0.54304 -0.575
H 2.77026 1.41938 -4.09491 0.303
C 1.53163 2.29903 0.01777 0.739
H -0.89411 3.34319 4.30821 0.401
H 4.18755 4.03971 1.20508 0.347
N -0.77290 -1.56994 -1.16202 2.129
C -1.55518 -1.61014 3.13573 -0.226
Cl -4.17058 -1.01800 -4.86957 -0.308
C 1.04972 -0.58604 4.52435 -0.668
Mn -0.58112 0.38313 -1.75368 0.392
F -1.68434 2.79719 -2.97038 -0.252
N 1.42411 0.41096 -1.52740 0.695
C -2.55626 4.15609 1.47563 -0.619
C -0.27763 2.82113 2.33115 0.219
H 1.49760 -0.21584 1.18931 -0.757
H 0.13565 -4.13112 0.81764 0.502
H -4.72759 -0.63632 1.36114 0.404
C 4.28983 2.29426 -0.05323 -1.324
C 0.76673 -0.59095 3.16503 0.045
C 2.24649 3.26896 0.69073 -0.951
O -5.03069 -1.41143 1.97643 -0.609
C -3.31673 -3.97908 -2.32945 0.914
H 0.42825 -2.20374 -3.35578 0.182
H 0.59465 2.27047 2.65726 0.628
O -4.22115 0.40418 0.45842 -0.973
H -3.45795 4.65001 1.13604 0.416
Cl -3.92431 -5.60447 -2.04735 -0.339
C -2.26454 4.09040 2.83117 -0.755
H 3.76384 0.36064 1.94439 0.386
N -0.54967 -0.82016 2.68196 0.500
H -1.86854 -5.22121 -0.26879 0.320
N -0.96122 -0.07966 1.63538 0.620
C 3.02115 0.06986 2.67592 -0.689
H 4.27838 0.74708 -3.46654 0.344
H 2.59458 -2.66383 -1.48503 0.232
C -1.55842 -4.22255 -0.53516 -1.843
C 2.15564 1.31413 -0.79031 0.497
H -2.93193 4.53915 3.55649 0.366
C 1.00551 -1.43062 -3.86289 -1.147
O -2.29490 0.89616 -0.54778 -0.165
C -1.12218 3.42158 3.25162 -1.028
H 0.27390 -0.80030 5.24376 0.463
O -4.16992 -2.86084 3.41217 -0.695
H 1.71035 4.02845 1.24277 0.495
H 3.83558 -2.46986 -2.72890 0.443
C -0.08433 -2.32551 -0.25973 -0.814
C -0.44821 -3.60342 0.07239 -1.213
C 3.56390 1.34305 -0.75816 -0.558
H 3.45289 -0.04219 -4.81545 0.415
H 4.31719 0.30873 4.37186 0.405
Cl -1.30646 -2.76641 4.36635 -0.185
C 2.33494 -0.27843 4.94901 -0.765
C 3.26318 -1.94138 -1.96016 -1.180
C -0.57899 2.90268 0.97712 0.172
C -3.43858 -1.94796 -3.58769 0.298
H 0.77215 -1.85082 0.19709 0.524
C -2.24692 -3.49905 -1.55128 0.051
C -4.02240 -1.95075 2.62229 0.489
C -2.38537 -1.39301 -2.85883 -0.587
F -0.19143 1.81152 -4.20356 -0.251
O 0.16014 2.25731 0.01705 0.811
O -1.87310 -0.20298 -3.08909 -0.565
C -2.67926 -1.34528 2.38604 0.070

=====

102
Properties=species:S:1:pos:R:3:mulliken_charge:R:1 method="wB97M-V/def2-TZVPD" multiplicity=1 de_lowest_kj_mol=0.00 total_energy_ha=-2842.11182 smiles="O=[N+]([O-])c1ccccc1.O=[N+]([O-])c1ccccc1.O=[N+]([O-])c1ccccc1.CCOC(=O)OC.CCOC(=O)OC.CCOC(=O)OC.CCOC(=O)OC" homo_lumo_gap_ha=0.3485
H 7.80073 -0.00972 -1.32522 0.395
H 1.33344 3.98879 1.83911 0.121
H -6.19014 -2.01211 2.06021 -0.052
C -3.06552 0.57097 1.68983 -1.043
H -0.45048 -2.06836 0.62990 0.561
C 5.44483 0.93362 -1.22098 0.658
H 1.67230 1.91767 3.01075 0.445
H 0.32440 1.61029 1.92473 0.039
H 3.02656 3.75526 -6.71565 0.422
H -3.94621 -0.83995 2.91136 0.591
C -4.16540 -2.69659 7.09918 -0.480
C -4.87061 -4.22098 1.55214 0.852
C -7.63325 -2.16456 0.45020 -1.305
C 3.43321 2.19930 -1.35194 0.134
C -1.16789 -0.05898 0.35836 -0.304
O -5.74470 -3.59692 0.76715 -0.312
N -0.07772 0.33428 -0.52940 0.986
C -6.69648 -2.77726 1.47340 0.311
H 4.04328 2.97569 -1.80883 0.521
H -3.67661 1.40712 2.00299 0.490
H 3.77095 3.03212 0.62908 0.471
O -6.48504 -1.62929 4.65379 -0.632
O -0.13014 1.45282 -1.01097 -0.319
C -2.24325 -1.66980 1.74317 -0.925
N 0.26958 4.11083 -3.11156 1.203
H -0.34095 1.61620 -3.81745 0.483
H -1.98724 1.89019 0.35310 0.493
C 2.94197 2.68704 0.00274 -1.112
C 7.10386 -0.75458 -0.93383 -0.571
C 2.76921 -0.82553 -3.56239 -0.399
O -0.67513 4.07762 2.02424 -0.305
H 2.06295 -1.32391 -4.23341 0.401
H 8.19256 -4.67207 -4.84806 0.408
H -2.22476 -4.96382 1.01072 0.237
H -7.17017 -1.28368 0.00523 0.299
C -2.95355 -0.37860 6.24289 -0.616
H 5.84607 -4.57513 -3.74687 0.303
H 7.28877 -1.69630 -1.43819 -0.006
C 0.85335 1.38090 -5.59406 -0.775
H -7.80716 -2.85107 -0.38160 0.329
H -4.57566 -0.14326 4.88723 0.664
O -0.80634 3.75921 -2.67216 -0.559
H 2.38570 1.93572 0.55318 0.224
O -1.82610 5.00919 0.47310 -0.301
C 2.35186 3.22660 -6.05610 -0.574
O -4.27709 -5.17945 0.83490 -0.413
H 8.05145 -2.96379 -5.17768 0.301
H -2.14789 6.84988 -0.39782 0.318
O 0.32179 5.66680 0.78158 -0.583
O 0.80118 -0.46864 -0.73594 -0.653
H -3.01243 -5.71201 2.41688 0.321
C 1.82651 1.98276 -6.37523 -0.414
C -4.15710 -0.75409 5.66897 -0.167
H 2.39202 3.60625 -0.22580 0.297
H 0.84856 4.24110 3.49181 0.325
C -1.91897 5.82629 -0.70300 -0.608
H 2.68787 0.23525 -3.77470 -0.230
H -8.61211 -1.95873 0.87536 0.368
C 0.81902 3.35598 -4.25072 -0.220
O 4.11681 0.96057 -1.23433 -0.159
H 6.97521 -4.11317 -5.96194 0.311
C 0.64997 2.21412 2.76969 -0.889
H -1.26693 -0.92827 7.44710 0.424
H 7.23329 -0.84931 0.14245 0.275
O 0.94589 5.01364 -2.65832 -0.629
C 7.47039 -3.87252 -5.01891 -1.292
H -2.28258 -2.71721 2.01659 0.498
H 0.02162 1.87740 3.60299 0.288
H -2.86292 -6.61743 0.88713 0.266
O -4.64812 -3.97455 2.70682 -0.525
C -1.19904 -1.33547 0.89482 -0.426
O 4.10243 -1.16226 -3.89078 -0.340
H 6.97076 -3.47047 -2.97309 0.116
H 0.51480 0.37755 -5.80633 0.457
C -3.02003 -5.63947 1.33155 -0.616
C -2.06768 0.90022 0.78706 0.251
C -2.24688 -1.21924 7.09861 -0.576
O 4.28430 -2.96573 -2.53815 -0.616
C 1.80185 3.95946 -5.00361 -0.407
C 6.47596 -3.70307 -3.91964 0.016
O 5.66024 -2.58509 -4.28588 -0.320
C 4.63630 -2.31251 -3.48486 0.832
N -6.01648 -2.34037 5.52943 1.141
C -0.63235 4.99269 1.05015 0.884
H 2.52506 -1.07617 -2.53420 0.460
H -4.58765 -3.61708 7.47247 0.439
H 2.55450 1.98368 -1.95997 -0.278
C 0.58271 3.70479 2.58074 -0.064
H -7.24849 -3.38972 2.18892 0.284
O 6.18787 1.88087 -1.22406 -0.605
H 2.22209 4.93647 -4.82034 0.427
C -4.77413 -1.88921 6.16526 0.057
H -2.38607 -3.00257 8.26172 0.369
H 2.22770 1.52533 -7.27344 0.378
O 5.78288 -0.34877 -1.22151 -0.237
H -2.69774 5.43847 -1.34635 0.238
C -3.14112 -0.73026 2.19739 -0.318
H -2.49591 0.53465 5.87467 0.364
H -0.96600 5.84410 -1.21638 0.204
C -2.89722 -2.35891 7.55655 -0.355
O -6.48965 -3.39331 5.89225 -0.626
C 0.35643 2.08157 -4.49995 0.201

=====

28
Properties=species:S:1:pos:R:3:mulliken_charge:R:1 method="wB97M-V/def2-TZVPD" multiplicity=1 de_lowest_kj_mol=19.23 total_energy_ha=-901.72324 charge=+2 homo_lumo_gap_ha=0.3996
H -0.09080 -2.79844 1.29146 0.288
O -2.31203 0.33232 1.42541 -0.504
O 1.92075 1.08069 -1.74071 -0.534
O 0.41973 0.85424 2.64749 -0.507
H -0.94707 3.07231 -0.66039 0.286
H 0.43332 -2.75012 -1.40512 0.292
H 0.37841 3.21967 0.02248 0.326
H 1.93888 0.41081 -2.43275 0.325
Sn 0.13151 0.07995 0.14848 1.365
O -1.08554 1.01385 -2.09310 -0.440
O -1.80474 -1.53498 -0.86753 -0.520
O 0.96734 -1.96381 -1.30141 -0.562
O 2.76714 -0.53508 0.74210 -0.519
O -0.43437 2.66823 0.03984 -0.494
O -0.03186 -1.94227 1.71659 -0.509
H -0.15891 1.25584 3.28518 0.282
H -3.14619 0.83683 1.51878 0.296
H -0.40393 1.55457 -2.48903 0.246
H 1.81313 -2.29119 -0.88007 0.320
H -1.80550 -1.83234 -1.79479 0.309
H 0.99384 1.62943 2.46106 0.321
H -2.75275 -1.23377 -0.73665 0.302
H -2.47307 -0.34376 2.09640 0.238
H -1.80041 1.01857 -2.69129 0.259
H 2.92838 -1.37162 1.16529 0.288
H -0.79658 -2.02518 2.36824 0.293
H 3.57787 -0.30945 0.32196 0.279
H 1.77344 1.90468 -2.15793 0.272

=====

15
Properties=species:S:1:pos:R:3:mulliken_charge:R:1 method="wB97M-V/def2-TZVPD" multiplicity=1 de_lowest_kj_mol=190.49 total_energy_ha=-399.17899 smiles="NC=O.O.O.O" homo_lumo_gap_ha=0.3935
O 2.09938 2.97588 1.11957 -0.469
O -2.09362 -1.04278 1.17709 -0.618
H 2.84467 1.09950 1.29845 0.292
O 0.52155 -2.13785 -2.04562 -0.695
H 0.27063 0.76602 0.30692 0.219
H 0.85792 -1.50051 -1.40293 0.339
H -2.71464 -2.15153 -1.68648 0.305
H -2.77315 -0.88132 1.80839 0.291
C 1.96902 1.78158 1.11853 0.132
O -2.16853 -1.38944 -1.78888 -0.655
H 0.99899 -2.04441 -2.86787 0.333
H -1.27400 -1.76780 -2.14805 0.382
H 0.23351 1.82949 1.54831 0.272
H -2.52153 -0.47766 0.42771 0.322
N 0.77047 1.02745 1.18673 -0.448

=====

66
Properties=species:S:1:pos:R:3:mulliken_charge:R:1 method="wB97M-V/def2-TZVPD" multiplicity=4 total_energy_ha=-2621.97366 charge=+2 homo_lumo_gap_ha="0.2495 / 0.2338" s2=3.79
H -4.87147 1.18861 3.89536 0.276
C -0.28870 -1.83393 -0.98434 0.004
C 0.95527 0.76168 -4.43826 -0.797
H -4.63358 -0.09502 1.74720 0.329
N -2.98125 1.20178 1.81723 0.055
H -3.74764 -1.98503 2.25457 0.292
H 2.85499 -2.93546 -2.58425 0.466
C -3.23467 -1.58451 3.12831 -0.152
C 3.12766 1.29945 -3.52118 -0.778
C 1.66993 -0.23386 -2.35939 -0.388
C 2.16258 1.44220 -4.51699 -0.447
F 3.87373 6.49518 0.25599 -0.267
H -1.16675 -1.22280 2.85635 0.315
C 2.88576 0.47424 -2.44046 -0.231
Re 0.28647 0.84653 -0.26070 0.325
H 5.35983 -4.99843 0.20877 0.422
H -3.60649 -3.31161 4.34375 0.418
H -0.24027 -0.61394 -3.30684 0.380
P 1.37258 -1.19759 -0.86691 2.086
F 1.38940 7.28835 -0.44583 -0.244
C -2.23339 -3.16129 -1.26987 -0.855
O -0.03675 2.76364 -0.58713 -0.759
C 4.15462 -4.06065 -1.29639 -0.769
N -2.06263 -0.79284 2.68753 -0.018
C 0.64728 5.07327 -0.52817 0.457
H -3.08823 0.07730 -0.61772 0.680
C 2.67525 -2.35007 -0.50869 0.486
C -1.06340 -0.69202 -0.70575 0.548
C -0.84339 -3.07148 -1.25349 -0.589
H 4.56504 -4.65457 -2.10398 0.426
H 4.44158 -3.65329 2.06502 0.428
H -4.78688 1.38318 0.83165 0.444
C 2.92671 5.59833 0.04871 0.755
H 2.35718 2.09138 -5.36237 0.452
F 4.41068 3.83238 0.54500 -0.269
C 3.11696 -2.53802 0.80124 -0.174
C 3.20383 4.25336 0.19568 -0.336
C -1.98522 0.41617 2.16979 0.342
H -2.68818 2.12771 1.54160 0.241
C -2.75586 -2.71339 4.02258 -1.567
C 0.69621 -0.07310 -3.36010 0.138
C 1.65105 6.00116 -0.31073 0.101
C 4.08386 -3.49822 1.05490 -0.875
H -2.06712 -3.37332 3.48738 0.407
C -5.15940 1.63418 2.94109 -1.284
C 3.19150 -3.10201 -1.56618 -0.374
H -4.09943 -2.11737 -1.10558 0.500
C -3.02049 -2.03073 -1.04644 -0.717
C 0.90591 3.72579 -0.39304 0.068
H -2.70736 -4.11489 -1.47234 0.459
H -2.25843 -2.32590 4.91359 0.397
H 4.06805 1.83073 -3.59333 0.487
F 2.38093 1.99725 0.11415 -0.366
H -4.93674 2.70113 2.98025 0.375
H 2.71811 -1.93466 1.60940 0.436
C 2.17969 3.36614 -0.03108 0.444
H 0.21488 0.87401 -5.22073 0.478
C -4.44488 0.96871 1.77734 -0.532
H -6.23638 1.51996 2.81986 0.401
H 3.64023 0.35286 -1.67002 0.454
H -0.22209 -3.93814 -1.44978 0.591
C -2.45060 -0.79218 -0.76281 -0.651
S -0.36165 1.12289 2.01548 -0.435
F -0.57054 5.47857 -0.86744 -0.285
C 4.59782 -4.25496 0.00835 -0.427
H -3.91572 -0.93285 3.67022 0.225

=====

33
Properties=species:S:1:pos:R:3:mulliken_charge:R:1 method="wB97M-V/def2-TZVPD" multiplicity=1 de_lowest_kj_mol=59.71 total_energy_ha=-639.09792 homo_lumo_gap_ha="0.3179 / 0.2897"
N -1.68898 2.08774 -1.34069 -0.668
H 0.76778 3.07547 -1.26552 0.349
H 2.15927 -2.83235 0.23947 0.373
C 0.05388 3.63070 -0.79358 -0.603
H 1.66642 -1.05923 -2.14818 0.596
C 2.15134 -1.75937 0.32371 -1.605
H -2.27630 -2.64081 0.35658 0.500
H -0.37377 3.97217 1.27410 0.392
H 2.14872 -1.51524 1.42156 0.340
H -1.89340 4.11935 -1.22163 0.299
H -0.81577 1.57199 -1.37099 0.319
C 0.08373 3.14047 0.78773 -0.368
O -1.15771 -0.46311 0.78204 -0.661
H -1.71997 2.07337 1.14295 0.442
C -0.44590 -1.73852 0.58019 1.681
C -0.67496 1.97426 1.03289 -0.587
C -1.37873 -2.64641 -0.22896 -1.926
H 0.88439 -2.50844 -1.91647 0.468
C 0.76435 -1.24480 -0.27254 1.303
H 0.31725 4.74760 -0.81962 0.365
O 0.71304 0.20145 -0.11217 -0.447
H 0.70289 -3.09551 2.13095 0.361
H -1.03211 -2.56896 2.42614 0.374
H -0.03668 -1.00288 -2.33125 0.315
N -1.20587 3.38400 -1.37994 0.041
H 1.09789 2.92258 0.99638 0.259
H -0.91458 -3.60831 -0.27006 0.361
C 0.79775 -1.46100 -1.75504 -2.169
B -0.41915 0.61264 0.54562 0.444
H 2.91008 -1.37037 -0.35972 0.424
C -0.07219 -2.32117 1.93884 -1.803
H -1.59185 -2.09535 -1.07301 0.487
H 0.47914 -1.58196 2.68024 0.345